[1]
{"formula": "C3H5N2P", "method": "wB97M-V/def2-TZVPD", "elements": ["C", "C", "C", "N", "N", "P", "H", "H", "H", "H", "H"], "xyz": [[1.09136, -0.28810, -0.80258], [0.03956, 0.18506, -0.15774], [-0.78920, 1.23917, -0.89241], [-0.43750, -0.45209, 1.00643], [0.25021, -1.35478, 1.72299], [1.67179, -2.01729, 1.49443], [1.85018, -0.27844, -1.60756], [-0.13922, 2.02149, -1.30273], [-1.34516, 1.81303, -0.12829], [-1.62236, 0.81187, -1.60485], [-0.56967, -1.67990, 2.27230]], "mulliken_charge": [-0.541, 0.596, -0.967, -0.634, 0.118, -0.067, 0.288, 0.337, 0.301, 0.232, 0.338], "total_charge": 0, "e_above_lowest_ev": 5.557, "max_force_ha_per_bohr": 0.0799, "e_lumo_ev": [-0.779, -0.842]}

***

[2]
{"formula": "C3H5N3", "method": "wB97M-V/def2-TZVPD", "elements": ["H", "N", "C", "C", "N", "C", "N", "H", "H", "H", "H"], "xyz": [[-2.14159, 1.86588, -0.28544], [-1.72297, 0.94221, -0.19231], [-0.45957, 1.00023, -0.07041], [0.27982, -0.28904, 0.12815], [1.66647, -0.42458, -0.13641], [-0.57129, -1.46302, 0.17322], [-0.21366, -1.09826, 1.31336], [0.12379, 1.93125, -0.09807], [2.28124, -0.03566, 0.55543], [1.97823, -0.25420, -1.07228], [-1.22047, -2.17483, -0.31523]], "mulliken_charge": [0.251, -0.568, -0.175, 0.569, -0.509, -0.206, -0.513, 0.384, 0.220, 0.218, 0.330], "total_charge": 0, "e_above_lowest_ev": 2.682, "smiles": "[H]/N=C/[C@]1(N)C=N1", "max_force_ha_per_bohr": 0.0099, "e_lumo_ev": 1.060}

***

[3]
{"formula": "C3H5N3", "method": "wB97M-V/def2-TZVPD", "elements": ["N", "C", "C", "C", "N", "N", "H", "H", "H", "H", "H"], "xyz": [[-1.96161, -0.35600, 0.32252], [-0.59700, -0.25877, 0.07434], [0.09349, 0.95853, -0.13601], [1.41926, 0.60347, -0.13836], [1.45953, -0.73593, 0.00185], [0.22863, -1.29321, 0.14074], [-2.48030, 0.46531, 0.05134], [-2.41445, -1.21388, 0.04887], [-0.34166, 1.93763, -0.26727], [2.31427, 1.20561, -0.19427], [2.27984, -1.31277, 0.09625]], "mulliken_charge": [-0.489, 0.538, -0.248, -0.647, 0.290, -0.862, 0.221, 0.256, 0.310, 0.405, 0.226], "total_charge": 0, "e_above_lowest_ev": 0.492, "smiles": "Nc1cc[nH]n1", "max_force_ha_per_bohr": 0.0065, "e_lumo_ev": 1.151}

***

[4]
{"formula": "C3H5N3", "method": "wB97M-V/def2-TZVPD", "elements": ["H", "N", "C", "C", "N", "C", "N", "H", "H", "H", "H"], "xyz": [[0.54888, 0.34281, -2.34182], [1.05201, -0.29258, -1.70884], [0.48641, -0.21265, -0.56195], [-0.33916, 0.97004, -0.17162], [-1.12539, 0.63147, 1.06111], [-0.68663, -0.47657, 1.47853], [0.54217, -1.03299, 0.53404], [0.37538, 1.77893, 0.04720], [-0.96297, 1.26379, -1.02201], [-0.99308, -1.08293, 2.35353], [1.10237, -1.88933, 0.33184]], "mulliken_charge": [0.218, -0.804, 0.469, -0.387, -0.424, 0.008, -0.309, 0.235, 0.349, 0.343, 0.302], "total_charge": 0, "e_above_lowest_ev": 1.624, "smiles": "[H]/N=C1\\CN=CN1", "max_force_ha_per_bohr": 0.0588, "e_lumo_ev": 0.963}

***

[5]
{"formula": "C3H5N3", "method": "wB97M-V/def2-TZVPD", "elements": ["C", "N", "C", "N", "C", "N", "H", "H", "H", "H", "H"], "xyz": [[-1.21108, 1.28231, -0.03756], [-0.65266, -0.01672, 0.12445], [0.53682, -0.51622, 0.05388], [0.40652, -1.75494, -0.46833], [1.84734, -0.03156, 0.46188], [2.91366, 0.22575, 0.83190], [-0.61701, 2.09838, 0.37485], [-1.37746, 1.46287, -1.11112], [-2.19696, 1.27028, 0.43674], [-0.70255, -1.50850, -0.42188], [1.05337, -2.51165, -0.24481]], "mulliken_charge": [-0.745, -0.439, 0.355, -0.478, 0.199, -0.350, 0.309, 0.288, 0.230, 0.402, 0.230], "total_charge": 0, "e_above_lowest_ev": 2.631, "smiles": "C/N=C(/N)C#N", "max_force_ha_per_bohr": 0.0504, "e_lumo_ev": 0.280}

***

[6]
{"formula": "C3H5N3", "method": "wB97M-V/def2-TZVPD", "elements": ["H", "N", "C", "C", "N", "N", "C", "H", "H", "H", "H"], "xyz": [[-0.69574, 1.11268, 2.18828], [-0.77902, 0.36266, 1.50618], [-0.26666, 0.70080, 0.38997], [0.40771, 1.98561, 0.17047], [1.03125, 2.95083, 0.03152], [-0.21838, -0.12412, -0.70841], [0.03270, -1.54744, -0.54435], [0.19786, 0.28886, -1.52914], [1.11271, -1.74139, -0.48893], [-0.38485, -2.09552, -1.39198], [-0.43759, -1.89298, 0.37640]], "mulliken_charge": [0.242, -0.668, 0.663, 0.128, -0.365, -0.290, -0.859, 0.239, 0.283, 0.271, 0.358], "total_charge": 0, "e_above_lowest_ev": 0.946, "smiles": "[H]/N=C(\\C#N)NC", "max_force_ha_per_bohr": 0.0229, "e_lumo_ev": 0.613}

***

[7]
{"formula": "C3H5N3", "method": "wB97M-V/def2-TZVPD", "elements": ["C", "N", "C", "N", "C", "N", "H", "H", "H", "H", "H"], "xyz": [[-0.12539, -1.51987, 1.18433], [-0.15851, -0.23944, 0.50183], [0.47323, -0.13611, -0.58315], [0.63993, 1.10044, -1.30664], [-0.41699, 2.04898, -1.20583], [0.41112, 2.33846, -0.33274], [0.27757, -1.37593, 2.19417], [-1.15665, -1.87126, 1.28768], [0.47114, -2.29103, 0.66898], [1.05325, -0.94416, -1.05713], [-1.32428, 2.35765, -1.72057]], "mulliken_charge": [-0.646, -0.406, 0.121, -0.314, 0.240, -0.355, 0.232, 0.230, 0.299, 0.298, 0.300], "total_charge": 0, "e_above_lowest_ev": 4.048, "smiles": "C/N=C/N1C=N1", "max_force_ha_per_bohr": 0.0164, "e_lumo_ev": 1.048}

***

[8]
{"formula": "C3H5N3", "method": "wB97M-V/def2-TZVPD", "elements": ["C", "C", "C", "N", "N", "N", "H", "H", "H", "H", "H"], "xyz": [[0.07292, -0.26101, -1.52029], [0.00211, 0.01656, -0.04752], [0.45346, -0.73584, 0.99410], [0.28957, -0.04891, 2.17470], [-0.20093, 1.09027, 1.91813], [-0.40610, 1.20472, 0.56349], [0.36818, -1.30504, -1.67224], [-0.88339, -0.09673, -2.02480], [0.82232, 0.36841, -2.01746], [0.85334, -1.73690, 1.00381], [-1.37150, 1.50448, 0.62808]], "mulliken_charge": [-1.011, 0.497, -0.359, -0.268, -0.441, -0.005, 0.296, 0.288, 0.266, 0.416, 0.319], "total_charge": 0, "e_above_lowest_ev": 1.639, "smiles": "Cc1cnn[nH]1", "max_force_ha_per_bohr": 0.0311, "e_lumo_ev": 0.864}

***

[9]
{"formula": "C3H5N3", "method": "wB97M-V/def2-TZVPD", "elements": ["N", "C", "C", "C", "N", "N", "H", "H", "H", "H", "H"], "xyz": [[-1.82347, -0.04493, 0.19946], [-0.44649, 0.04386, 0.03698], [0.52133, -0.91457, -0.00406], [1.71149, -0.18311, -0.07392], [1.53806, 1.12972, -0.11138], [0.17928, 1.23935, -0.06994], [-2.10432, -1.01643, 0.25422], [-2.29844, 0.40460, -0.57080], [0.42265, -1.98944, 0.04552], [2.55315, -0.79406, 0.15272], [-0.25326, 2.12501, 0.14121]], "mulliken_charge": [-0.565, 0.349, -0.347, -0.299, -0.815, 0.225, 0.244, 0.256, 0.331, 0.357, 0.265], "total_charge": 0, "e_above_lowest_ev": 0.910, "smiles": "Nc1ccn[nH]1", "max_force_ha_per_bohr": 0.0357, "e_lumo_ev": 0.900}

***

[10]
{"formula": "C3H5N3", "method": "wB97M-V/def2-TZVPD", "elements": ["C", "C", "C", "N", "N", "N", "H", "H", "H", "H", "H"], "xyz": [[-1.67613, 0.04973, 0.01338], [-0.21360, -0.26410, 0.06068], [0.91487, 0.61321, -0.16185], [2.10530, 0.14716, -0.05969], [1.26717, -2.03679, 0.47355], [0.29213, -1.45487, 0.34461], [-2.22587, -0.59976, -0.67746], [-1.79973, 1.07698, -0.34318], [-2.15970, -0.01291, 0.99573], [0.66483, 1.64907, -0.41142], [2.83075, 0.83228, -0.23435]], "mulliken_charge": [-1.042, 0.146, 0.214, -0.646, -0.561, 0.495, 0.277, 0.302, 0.256, 0.332, 0.227], "total_charge": 0, "e_above_lowest_ev": 2.435, "max_force_ha_per_bohr": 0.0209, "e_lumo_ev": 0.572}

***

[11]
{"formula": "C3H5N3", "method": "wB97M-V/def2-TZVPD", "elements": ["N", "C", "C", "N", "N", "C", "H", "H", "H", "H", "H"], "xyz": [[-1.86262, -0.61750, -0.01203], [-0.67263, 0.09000, -0.01570], [0.60547, -0.48437, -0.43969], [1.77901, -0.08701, 0.19870], [2.01072, 1.06369, 0.59072], [-0.20407, 1.29610, 0.01204], [-2.66435, -0.09581, 0.31533], [-1.78442, -1.52838, 0.42283], [0.68303, -1.11577, -1.32045], [2.41462, -0.86832, 0.42806], [-0.30477, 2.34737, -0.17982]], "mulliken_charge": [-0.531, 0.436, -0.560, 0.286, -0.672, -0.477, 0.253, 0.261, 0.389, 0.259, 0.358], "total_charge": 0, "e_above_lowest_ev": 6.905, "max_force_ha_per_bohr": 0.0111, "e_lumo_ev": 0.449}

***

[12]
{"formula": "C3H5N3", "method": "wB97M-V/def2-TZVPD", "elements": ["C", "N", "C", "C", "N", "N", "H", "H", "H", "H", "H"], "xyz": [[1.59734, -0.64955, 0.27418], [0.58963, -0.91255, -0.75758], [-1.87065, 0.09822, 0.90784], [-2.11019, 1.09290, 0.27194], [-0.07580, 0.93317, -2.06927], [0.29082, 0.07728, -1.42008], [1.32584, 0.20790, 0.90127], [1.64335, -1.54042, 0.89805], [2.58973, -0.48198, -0.16113], [-1.66479, -0.78785, 1.46629], [-2.31527, 1.96288, -0.31150]], "mulliken_charge": [-0.692, -0.576, -0.324, -0.423, -0.496, 0.875, 0.302, 0.273, 0.320, 0.369, 0.372], "total_charge": 0, "e_above_lowest_ev": 4.418, "max_force_ha_per_bohr": 0.0289, "e_lumo_ev": 0.992}

***

What did the ninth record say?
{"formula": "C3H5N3", "method": "wB97M-V/def2-TZVPD", "elements": ["N", "C", "C", "C", "N", "N", "H", "H", "H", "H", "H"], "xyz": [[-1.82347, -0.04493, 0.19946], [-0.44649, 0.04386, 0.03698], [0.52133, -0.91457, -0.00406], [1.71149, -0.18311, -0.07392], [1.53806, 1.12972, -0.11138], [0.17928, 1.23935, -0.06994], [-2.10432, -1.01643, 0.25422], [-2.29844, 0.40460, -0.57080], [0.42265, -1.98944, 0.04552], [2.55315, -0.79406, 0.15272], [-0.25326, 2.12501, 0.14121]], "mulliken_charge": [-0.565, 0.349, -0.347, -0.299, -0.815, 0.225, 0.244, 0.256, 0.331, 0.357, 0.265], "total_charge": 0, "e_above_lowest_ev": 0.910, "smiles": "Nc1ccn[nH]1", "max_force_ha_per_bohr": 0.0357, "e_lumo_ev": 0.900}

***

What did the eighth record say?
{"formula": "C3H5N3", "method": "wB97M-V/def2-TZVPD", "elements": ["C", "C", "C", "N", "N", "N", "H", "H", "H", "H", "H"], "xyz": [[0.07292, -0.26101, -1.52029], [0.00211, 0.01656, -0.04752], [0.45346, -0.73584, 0.99410], [0.28957, -0.04891, 2.17470], [-0.20093, 1.09027, 1.91813], [-0.40610, 1.20472, 0.56349], [0.36818, -1.30504, -1.67224], [-0.88339, -0.09673, -2.02480], [0.82232, 0.36841, -2.01746], [0.85334, -1.73690, 1.00381], [-1.37150, 1.50448, 0.62808]], "mulliken_charge": [-1.011, 0.497, -0.359, -0.268, -0.441, -0.005, 0.296, 0.288, 0.266, 0.416, 0.319], "total_charge": 0, "e_above_lowest_ev": 1.639, "smiles": "Cc1cnn[nH]1", "max_force_ha_per_bohr": 0.0311, "e_lumo_ev": 0.864}

***

Which formula does entry 1 have? C3H5N2P